# 1
16
Properties=species:S:1:pos:R:3 method="wB97M-V/def2-TZVPD" e_tot_ev=-9312.78340 smiles="CC(O)=[N+]=CCN" lumo_energy_ev=-3.68 de_lowest_ev=3.232 orbital_gap_ha=0.4265 e_homo_ev=-15.29 total_charge=+1
C -1.79 0.37 0.92
C -0.90 -0.81 -0.02
O -1.43 -1.38 -1.02
N 0.12 -1.30 0.73
C 1.34 -1.02 0.69
C 1.79 -0.01 -0.38
N 0.51 0.56 -0.79
H -1.11 0.89 1.53
H -2.40 -0.23 1.59
H -2.57 0.95 0.32
H -2.18 -1.00 -1.45
H 2.00 -1.59 1.33
H 2.50 0.74 -0.22
H 2.13 -0.70 -1.20
H 0.53 1.59 -0.51
H 0.57 0.77 -1.73


# 2
37
Properties=species:S:1:pos:R:3 method="wB97M-V/def2-TZVPD" e_tot_ev=-23490.94329 smiles="CC(C)C(=O)Nc1ccc(C(=O)c2ccccc2)cc1" lumo_energy_ev=0.16 de_lowest_ev=0.000 orbital_gap_ha=0.3281 e_homo_ev=-8.76
C 1.40 1.18 5.16
C 2.35 0.66 4.08
C 3.64 1.48 4.05
C 1.66 0.79 2.73
O 1.31 1.86 2.29
N 1.49 -0.40 2.08
C 0.91 -0.66 0.84
C 0.83 -1.99 0.42
C 0.27 -2.30 -0.80
C -0.25 -1.30 -1.62
C -0.84 -1.68 -2.92
O -0.46 -2.68 -3.52
C -1.90 -0.80 -3.47
C -1.99 -0.65 -4.85
C -2.98 0.15 -5.40
C -3.90 0.77 -4.58
C -3.84 0.60 -3.21
C -2.84 -0.18 -2.65
C -0.16 0.03 -1.20
C 0.42 0.35 0.01
H 0.50 0.57 5.21
H 1.11 2.20 4.92
H 1.88 1.17 6.13
H 2.60 -0.39 4.29
H 4.12 1.47 5.03
H 4.34 1.08 3.32
H 3.41 2.51 3.78
H 1.83 -1.23 2.56
H 1.22 -2.77 1.05
H 0.21 -3.32 -1.13
H -1.27 -1.15 -5.48
H -3.04 0.27 -6.47
H -4.68 1.39 -5.01
H -4.56 1.07 -2.57
H -2.80 -0.33 -1.58
H -0.51 0.82 -1.84
H 0.50 1.38 0.32


# 3
27
Properties=species:S:1:pos:R:3 method="wB97M-V/def2-TZVPD" e_tot_ev=-34517.67497 smiles="CN(C)C(OS(=O)(=O)C(F)(F)F)=[N+](C)C" lumo_energy_ev=-3.98 de_lowest_ev=0.052 orbital_gap_ha=0.3690 e_homo_ev=-14.02 total_charge=+1
C -0.33 -0.32 -2.29
N -0.29 0.51 -1.10
C 0.11 1.87 -1.27
C -0.49 0.00 0.14
O -0.44 -1.38 0.27
S 1.10 -1.80 0.79
O 1.04 -2.62 1.93
O 1.75 -0.55 0.80
C 1.94 -2.73 -0.63
F 2.27 -1.73 -1.48
F 1.26 -3.63 -1.32
F 3.03 -3.12 -0.13
N -0.98 0.69 1.16
C -0.54 0.47 2.55
C -1.82 1.80 0.92
H -1.06 0.04 -3.05
H 0.66 -0.35 -2.64
H -0.74 -1.29 -1.86
H 0.20 2.32 -0.35
H 1.06 1.83 -1.79
H -0.51 2.42 -2.01
H -1.28 -0.15 3.18
H -0.35 1.45 3.10
H 0.27 -0.16 2.53
H -2.44 2.02 1.80
H -2.37 1.79 0.02
H -1.08 2.62 0.73


# 4
74
Properties=species:S:1:pos:R:3 method="wB97M-V/def2-TZVPD" e_tot_ev=-65676.43747 smiles="N[C@H]1CCS(=O)(=O)OC1.NC(N)=O.NC(N)=O.NC(N)=O.NC(N)=O.NC(N)=O.NC(N)=O.NC(N)=O" lumo_energy_ev=0.39 de_lowest_ev=0.227 orbital_gap_ha=0.3352 e_homo_ev=-8.73
N -2.19 -0.56 2.25
C -1.70 -0.79 0.89
C -0.19 -0.55 0.88
C 0.57 -1.46 1.87
S -0.03 -3.13 1.78
O -0.94 -3.42 2.85
O 1.03 -4.07 1.57
O -0.82 -3.07 0.40
C -2.02 -2.21 0.43
H -3.20 -0.50 2.27
H -1.80 0.29 2.63
H -2.15 -0.09 0.17
H -0.04 0.48 1.21
H 0.20 -0.68 -0.13
H 0.40 -1.14 2.89
H 1.63 -1.49 1.61
H -2.75 -2.69 1.07
H -2.37 -2.23 -0.59
N 5.47 -0.19 0.27
C 4.73 -1.19 0.84
N 5.23 -2.45 0.67
O 3.69 -0.98 1.44
H 6.32 -0.34 -0.24
H 5.12 0.75 0.37
H 4.68 -3.22 1.04
H 6.07 -2.65 0.17
N 6.00 -5.86 1.78
C 4.72 -5.63 1.32
N 3.89 -5.01 2.21
O 4.37 -5.95 0.20
H 6.31 -5.62 2.70
H 6.63 -6.32 1.15
H 2.94 -4.83 1.94
H 4.18 -4.76 3.14
N -4.42 2.30 -0.35
C -3.16 2.62 0.09
N -2.35 3.20 -0.84
O -2.80 2.41 1.24
H -4.73 2.45 -1.29
H -5.04 1.87 0.31
H -1.43 3.45 -0.55
H -2.63 3.40 -1.78
N -3.96 6.69 -0.72
C -2.86 6.83 -1.51
N -2.02 7.86 -1.18
O -2.63 6.08 -2.45
H -4.16 7.30 0.06
H -4.59 5.94 -0.92
H -1.22 8.01 -1.77
H -2.19 8.50 -0.43
N -0.06 -2.83 -2.68
C -1.08 -2.15 -3.28
N -1.16 -2.30 -4.63
O -1.86 -1.45 -2.65
H 0.59 -3.41 -3.18
H 0.02 -2.76 -1.68
H -1.91 -1.82 -5.10
H -0.54 -2.87 -5.17
N 1.94 9.62 1.71
C 1.03 9.26 0.76
N 0.53 7.99 0.86
O 0.68 10.02 -0.13
H 2.24 9.01 2.45
H 2.32 10.54 1.66
H -0.14 7.74 0.15
H 0.78 7.34 1.57
N -1.29 -5.72 -0.81
C -2.29 -5.86 -1.72
N -2.84 -7.11 -1.84
O -2.67 -4.90 -2.39
H -0.94 -6.46 -0.23
H -0.90 -4.80 -0.72
H -3.58 -7.22 -2.50
H -2.54 -7.89 -1.30